Density functional theory data (ωB97M-V/def2-TZVPD) for a structure of composition C20H40B2EuF4N8O7 at a distorted geometry.

Structure (ORCA input):
```
! wB97M-V def2-TZVPD RIJCOSX def2/J DEFGRID3
* xyz 2 8
Eu -0.084 0.238 0.108
C 2.391 0.080 4.660
C 1.472 0.282 3.512
N 1.179 -0.624 2.636
O 1.719 -1.794 2.642
B 0.703 -3.016 2.672
F -0.025 -2.869 3.824
F 1.468 -4.119 2.539
O -0.146 -2.836 1.451
N -0.999 -1.785 1.553
C -2.173 -1.934 2.016
C -2.747 -3.246 2.423
C -2.922 -0.627 2.046
N -2.273 0.288 1.458
O -2.811 1.538 1.366
B -2.098 2.541 2.244
F -2.065 2.116 3.555
F -2.618 3.761 1.981
O -0.609 2.573 1.723
N 0.120 1.526 2.159
C 0.782 1.575 3.250
C 0.883 2.745 4.158
C -4.254 -0.419 2.682
H 2.750 -0.944 4.701
H 3.242 0.762 4.580
H 1.882 0.317 5.596
H -2.266 -3.594 3.338
H -3.817 -3.191 2.589
H -2.533 -3.991 1.656
H 0.238 3.549 3.821
H 0.606 2.469 5.177
H 1.918 3.098 4.192
H -4.557 -1.260 3.298
H -4.221 0.482 3.295
H -5.015 -0.244 1.918
C 3.655 -3.511 -2.275
N 3.077 -2.803 -1.132
C 3.653 -3.157 0.167
C 2.078 -1.951 -1.229
O 1.604 -1.330 -0.258
C 1.461 -1.702 -2.598
O 0.388 -0.796 -2.419
C -0.743 -1.001 -3.243
C -1.972 -1.000 -2.338
O -1.797 -0.788 -1.126
N -3.162 -1.221 -2.863
C -4.356 -1.270 -2.015
C -3.400 -1.447 -4.290
H 3.490 -4.584 -2.170
H 4.731 -3.336 -2.297
H 3.237 -3.180 -3.220
H 3.446 -4.205 0.385
H 3.219 -2.547 0.947
H 4.733 -3.013 0.136
H 1.105 -2.647 -3.011
H 2.194 -1.274 -3.281
H -0.677 -1.950 -3.774
H -0.803 -0.199 -3.979
H -4.073 -1.143 -0.977
H -4.850 -2.232 -2.148
H -5.046 -0.477 -2.306
H -2.505 -1.283 -4.883
H -4.171 -0.758 -4.635
H -3.754 -2.465 -4.454
N -1.299 2.159 -1.149
C -0.416 3.315 -1.461
C 0.892 2.832 -2.103
C 2.142 3.394 -1.426
C 2.355 2.882 -0.007
N 2.307 1.391 0.032
H -1.734 1.860 -2.016
H -2.069 2.479 -0.566
H -0.220 3.828 -0.521
H -0.921 4.027 -2.112
H 0.920 3.088 -3.163
H 0.918 1.739 -2.052
H 2.074 4.483 -1.385
H 3.021 3.162 -2.034
H 1.583 3.264 0.663
H 3.316 3.249 0.353
H 2.747 1.082 0.893
H 2.926 1.057 -0.701
*
```

Properties
DFT total energy: -2910.076917 a.u.
maximum force: 0.067 hartree/bohr
highest occupied orbital energy (alpha / beta): -0.52355 / -0.51823 hartree
orbital gap (alpha / beta): 7.73 / 4.80 eV
⟨S²⟩: 15.79



Density functional theory data (ωB97M-V/def2-TZVPD) for the molecule CH3NO2 at a distorted geometry.

Structure (ORCA input):
```
! wB97M-V def2-TZVPD RIJCOSX def2/J DEFGRID3
* xyz 0 1
C 0.674 -0.354 -0.392
O -0.716 -0.123 -0.197
N -0.934 0.780 0.803
O -2.084 0.947 1.058
H 1.198 -0.552 0.607
H 1.084 0.485 -0.847
H 0.778 -1.183 -1.031
*
```

Properties
DFT total energy: -245.027533 a.u.
maximum force: 0.057 hartree/bohr
SMILES: CON=O
highest occupied orbital energy: -0.37953 hartree
orbital gap: 10.68 eV



Density functional theory data (ωB97M-V/def2-TZVPD) for a structure of composition C23H26MnN7O4S3.

Structure (ORCA input):
```
! wB97M-V def2-TZVPD RIJCOSX def2/J DEFGRID3
* xyz 1 2
Mn 0.193 0.091 0.297
N -2.366 -6.065 -2.195
C -3.037 -4.929 -1.884
O -4.241 -4.822 -1.942
C -2.189 -3.768 -1.425
C -2.630 -2.483 -1.703
C -1.904 -1.403 -1.237
N -0.779 -1.548 -0.522
C -0.351 -2.789 -0.263
C -1.021 -3.921 -0.689
H -2.901 -6.840 -2.549
H -1.369 -6.076 -2.306
H -3.550 -2.333 -2.250
H -2.241 -0.391 -1.404
H 0.561 -2.864 0.315
H -0.647 -4.897 -0.414
O 1.544 2.178 -0.150
S 0.766 2.284 -1.371
O 1.400 1.779 -2.562
N -0.647 1.539 -1.047
C -1.709 2.306 -1.342
S -3.287 1.828 -1.310
C -1.291 3.711 -1.673
C -2.105 4.795 -1.953
C -1.503 6.017 -2.219
C -0.119 6.155 -2.227
C 0.708 5.069 -1.961
C 0.090 3.873 -1.670
H -3.180 4.675 -1.958
H -2.119 6.880 -2.431
H 0.318 7.118 -2.452
H 1.784 5.163 -1.978
N -3.144 1.495 2.439
C -3.455 0.161 2.482
C -2.424 -0.476 1.869
N -1.505 0.450 1.429
C -1.978 1.627 1.785
H -3.728 2.255 2.742
H -4.357 -0.206 2.936
H -2.284 -1.534 1.733
H -1.510 2.576 1.589
C 2.306 -0.930 -3.255
S 2.925 -0.377 -1.665
C 4.138 -1.684 -1.422
O 1.830 -0.754 -0.677
H 3.100 -0.826 -3.993
H 1.481 -0.272 -3.511
H 1.980 -1.965 -3.177
H 4.885 -1.607 -2.212
H 3.656 -2.660 -1.447
H 4.623 -1.521 -0.462
N 3.515 -0.413 5.687
C 2.792 -0.351 4.551
C 3.270 -0.860 3.335
C 2.498 -0.759 2.205
N 1.273 -0.205 2.152
C 0.815 0.254 3.332
C 1.510 0.217 4.515
H 4.443 -0.794 5.691
H 3.173 -0.014 6.542
H 4.242 -1.329 3.273
H 2.867 -1.148 1.269
H -0.174 0.690 3.332
H 1.056 0.625 5.407
*
```

Properties
DFT total energy: -3921.730298 a.u.
maximum force: 0.015 hartree/bohr
highest occupied orbital energy (alpha / beta): -0.38664 / -0.38572 hartree
orbital gap (alpha / beta): 8.23 / 8.13 eV
⟨S²⟩: 1.15



Density functional theory data (ωB97M-V/def2-TZVPD) for a cluster of 2 separate species, C4H9N3 in total at a distorted geometry.

Structure (ORCA input):
```
! wB97M-V def2-TZVPD RIJCOSX def2/J DEFGRID3
* xyz 0 1
C 0.486 -2.012 -0.687
C 0.228 -0.045 1.610
N 0.709 -0.631 -0.291
H 1.690 -0.382 -0.385
H 1.357 -2.631 -0.469
H 0.265 -2.048 -1.760
H -0.379 -2.413 -0.154
H 1.094 -0.617 1.919
H 0.194 0.882 2.168
H -0.703 -0.595 1.640
C -1.105 2.429 -0.056
N -0.413 1.379 0.012
C -0.123 0.485 -1.090
N -0.451 0.473 -2.256
H -1.295 3.041 0.822
H -1.553 2.684 -1.023
*
```

Properties
DFT total energy: -321.861951 a.u.
maximum force: 0.041 hartree/bohr
highest occupied orbital energy: -0.25841 hartree
orbital gap: 6.97 eV



Copy entry 2 word for word.
Density functional theory data (ωB97M-V/def2-TZVPD) for the molecule CH3NO2 at a distorted geometry.

Structure (ORCA input):
```
! wB97M-V def2-TZVPD RIJCOSX def2/J DEFGRID3
* xyz 0 1
C 0.674 -0.354 -0.392
O -0.716 -0.123 -0.197
N -0.934 0.780 0.803
O -2.084 0.947 1.058
H 1.198 -0.552 0.607
H 1.084 0.485 -0.847
H 0.778 -1.183 -1.031
*
```

Properties
DFT total energy: -245.027533 a.u.
maximum force: 0.057 hartree/bohr
SMILES: CON=O
highest occupied orbital energy: -0.37953 hartree
orbital gap: 10.68 eV



Q: Which value of DFT total energy does entry 4 give?
A: -321.861951 a.u.